# 1
6 unconnected molecules or ions with the total composition C37H40N7O12P in a non-equilibrium geometry. Source: the Open Molecules 2025 dataset; level of theory: ωB97M-V/def2-TZVPD.

Values from the calculation:
HOMO	-8.311	eV
max |F|	1.820	eV Å⁻¹
HOMO-LUMO gap	7.480	eV
DFT total energy	-83293.52757	eV
E_LUMO	-0.031	Ha

```
! RIJCOSX wB97M-V def2-TZVPD def2/J DEFGRID3
* xyz 0 1
C -6.695 -2.988 4.369
N -6.202 -1.755 3.733
C -5.019 -1.231 4.406
P -4.279 0.086 3.341
C -5.433 1.538 3.473
C -6.741 1.306 4.185
O -7.713 2.030 4.010
C -2.768 0.723 4.207
C -1.782 -0.348 4.663
C -2.085 -1.086 5.942
N -3.035 -0.561 6.794
O -1.492 -2.128 6.214
H -6.418 -3.864 3.792
H -7.768 -2.953 4.513
H -6.245 -3.116 5.347
H -5.948 -1.977 2.783
H -4.247 -1.992 4.531
H -5.307 -0.855 5.380
H -4.931 2.332 4.023
H -5.606 1.918 2.476
H -6.809 0.468 4.891
H -3.013 1.434 4.993
H -2.282 1.295 3.426
H -0.839 0.146 4.851
H -1.657 -1.082 3.877
H -3.088 0.444 6.827
H -2.965 -0.992 7.703
C 4.909 -0.472 4.759
C 5.207 0.820 4.346
C 4.189 1.733 4.130
C 2.883 1.330 4.335
C 2.564 0.048 4.743
C 3.590 -0.858 4.954
N 1.799 2.300 4.116
O 2.098 3.408 3.737
O 0.661 1.927 4.323
H 5.708 -1.181 4.929
H 6.235 1.117 4.193
H 4.410 2.739 3.808
H 1.536 -0.245 4.894
H 3.358 -1.864 5.273
C 1.174 1.449 -1.044
C 0.179 1.627 -1.996
C -1.120 1.900 -1.600
C -1.399 1.988 -0.249
C -0.424 1.810 0.715
C 0.872 1.538 0.309
N -2.773 2.284 0.180
O -3.620 2.422 -0.674
O -2.976 2.358 1.373
H 2.188 1.243 -1.361
H 0.418 1.556 -3.044
H -1.901 2.040 -2.332
H -0.665 1.887 1.765
H 1.648 1.401 1.049
C -0.037 -4.751 -2.170
C -0.084 -3.446 -1.697
C 0.261 -2.394 -2.529
C 0.645 -2.674 -3.827
C 0.701 -3.965 -4.317
C 0.357 -5.010 -3.476
N 1.004 -1.560 -4.712
O 0.987 -0.445 -4.238
O 1.318 -1.817 -5.855
H -0.310 -5.570 -1.518
H -0.390 -3.246 -0.680
H 0.230 -1.375 -2.170
H 1.009 -4.156 -5.334
H 0.395 -6.026 -3.840
C 4.320 -2.835 -5.569
C 4.893 -4.098 -5.647
C 5.899 -4.462 -4.767
C 6.311 -3.548 -3.815
C 5.757 -2.286 -3.721
C 4.754 -1.930 -4.609
N 7.367 -3.935 -2.867
O 7.849 -5.041 -2.983
O 7.689 -3.127 -2.024
H 3.534 -2.555 -6.252
H 4.554 -4.803 -6.394
H 6.351 -5.440 -4.820
H 6.100 -1.590 -2.971
H 4.308 -0.947 -4.551
C -1.927 5.518 -6.265
C -1.327 4.286 -6.483
C -0.235 3.901 -5.722
C 0.235 4.766 -4.751
C -0.346 5.998 -4.520
C -1.436 6.373 -5.287
N 1.380 4.352 -3.928
O 1.871 3.268 -4.160
O 1.750 5.103 -3.054
H -2.783 5.813 -6.858
H -1.710 3.621 -7.244
H 0.240 2.945 -5.883
H 0.041 6.653 -3.755
H -1.905 7.332 -5.119
*
```


# 2
A molecular structure, C37H40NiO2P2 in a non-equilibrium geometry. Source: the Open Molecules 2025 dataset; level of theory: ωB97M-V/def2-TZVPD.

Values from the calculation:
HOMO (spin up / spin down)	-4.272 / -5.484	eV
max |F|	4.738	eV Å⁻¹
expectation value of S²	2.11
energy above the lowest of the compared OMol25 structures with the same formula, charge and spin	6.767	eV
HOMO-LUMO gap (spin up / spin down)	4.533 / 5.744	eV
DFT total energy	-102721.50927	eV
E_LUMO (spin up / spin down)	0.010 / 0.010	Ha

```
! RIJCOSX wB97M-V def2-TZVPD def2/J DEFGRID3
* xyz 0 3
Ni 3.277 -0.355 -2.401
C 4.493 0.866 -3.205
C 3.549 1.281 -4.060
C 3.384 0.931 -5.476
C 3.905 -0.431 -5.844
C 3.491 -1.467 -4.804
C 4.167 -1.820 -3.699
C 5.574 -1.370 -3.384
C 5.750 0.138 -3.695
C 0.025 -1.582 -0.168
H 4.627 1.369 -2.211
H 3.041 2.180 -3.739
H 3.973 1.652 -6.029
H 2.349 0.994 -5.809
H 3.388 -0.775 -6.756
H 4.956 -0.462 -6.199
H 2.612 -2.139 -5.070
H 3.931 -2.754 -3.214
H 6.264 -1.965 -4.013
H 5.806 -1.529 -2.309
H 6.617 0.504 -3.128
H 6.086 0.306 -4.751
H 0.828 -0.805 0.066
H -0.188 -2.391 0.691
H -0.974 -1.088 -0.307
P 0.848 1.439 -2.249
P 0.868 -2.427 -1.505
C 0.865 -0.012 -3.366
C 1.006 -1.380 -3.011
C 0.388 2.823 -3.186
C 0.189 2.944 -4.556
C -0.599 4.034 -4.928
C -1.139 4.910 -3.971
C -0.846 4.791 -2.608
C -0.055 3.751 -2.197
C 2.362 2.123 -1.174
C 3.177 1.196 -0.345
C 4.330 1.799 0.179
C 4.775 3.071 -0.134
C 4.017 3.845 -1.019
C 2.855 3.372 -1.606
C -0.473 -3.546 -1.958
C -1.654 -3.020 -2.548
C -2.581 -3.948 -3.031
C -2.360 -5.319 -2.863
C -1.248 -5.791 -2.166
C -0.278 -4.913 -1.682
C 2.313 -3.276 -0.703
C 2.566 -3.017 0.673
C 3.712 -3.643 1.183
C 4.614 -4.362 0.387
C 4.349 -4.559 -0.982
C 3.153 -4.062 -1.538
H 0.840 0.193 -4.462
H 0.960 -2.173 -3.802
H 0.614 2.255 -5.303
H -0.863 4.144 -5.969
H -1.921 5.614 -4.250
H -1.298 5.424 -1.846
H 0.235 3.665 -1.126
H 2.980 0.169 0.120
H 4.835 1.103 0.830
H 5.684 3.444 0.371
H 4.372 4.845 -1.230
H 2.428 4.053 -2.374
H -1.798 -1.932 -2.733
H -3.426 -3.571 -3.594
H -3.050 -6.027 -3.310
H -1.063 -6.857 -2.062
H 0.659 -5.287 -1.216
H 1.930 -2.295 1.240
H 3.945 -3.431 2.216
H 5.601 -4.666 0.759
H 5.041 -5.020 -1.688
H 2.872 -4.230 -2.609
C -0.685 1.872 0.915
O -1.161 1.838 -0.468
C -0.926 1.108 -1.566
O -1.699 0.255 -2.026
H -0.882 0.950 1.477
H -1.380 2.618 1.299
H 0.348 2.239 1.021
*
```


# 3
A molecular structure, C37H40OP2Pb in a non-equilibrium geometry. Source: the Open Molecules 2025 dataset; level of theory: ωB97M-V/def2-TZVPD.

Values from the calculation:
HOMO (spin up / spin down)	-13.114 / -12.959	eV
max |F|	4.594	eV Å⁻¹
HOMO-LUMO gap (spin up / spin down)	5.096 / 4.729	eV
DFT total energy	-64869.94528	eV
E_LUMO (spin up / spin down)	-0.295 / -0.302	Ha

```
! RIJCOSX wB97M-V def2-TZVPD def2/J DEFGRID3
* xyz 2 1
Pb 1.870 -1.439 4.658
C -2.647 0.222 6.594
C -2.897 -0.067 5.318
C -3.112 0.882 4.186
C -1.842 1.498 3.499
C -0.867 2.290 4.320
C -1.025 2.702 5.580
C -2.306 2.743 6.345
C -2.699 1.561 7.253
C 3.194 0.216 5.099
H -2.329 -0.583 7.279
H -2.927 -1.121 5.011
H -3.808 1.687 4.428
H -3.588 0.291 3.389
H -1.316 0.680 2.969
H -2.221 2.197 2.728
H 0.015 2.642 3.757
H -0.191 3.200 6.074
H -3.126 2.957 5.654
H -2.191 3.604 7.013
H -2.028 1.520 8.125
H -3.700 1.794 7.679
H 3.865 -0.090 5.902
H 2.581 1.069 5.405
H 3.745 0.477 4.182
P 0.097 -2.268 -3.362
P 2.052 0.369 -3.656
C -0.516 -0.673 -3.919
C 0.327 0.359 -4.196
C -0.717 -3.436 -4.547
C -1.876 -3.124 -5.271
C -2.486 -4.094 -6.074
C -1.907 -5.359 -6.223
C -0.695 -5.647 -5.575
C -0.095 -4.691 -4.753
C -0.930 -2.381 -1.837
C -0.587 -1.486 -0.805
C -1.315 -1.480 0.383
C -2.376 -2.379 0.559
C -2.720 -3.259 -0.473
C -2.015 -3.248 -1.680
C 2.711 1.124 -5.211
C 2.630 0.332 -6.376
C 2.984 0.863 -7.618
C 3.456 2.182 -7.715
C 3.573 2.957 -6.554
C 3.196 2.436 -5.309
C 2.106 1.803 -2.504
C 3.246 1.908 -1.679
C 3.423 3.032 -0.873
C 2.450 4.041 -0.850
C 1.286 3.898 -1.613
C 1.102 2.774 -2.427
H -1.605 -0.559 -3.937
H 0.023 1.216 -4.813
H -2.313 -2.127 -5.211
H -3.422 -3.866 -6.589
H -2.387 -6.124 -6.839
H -0.219 -6.626 -5.707
H 0.857 -4.908 -4.255
H 0.235 -0.779 -0.950
H -1.057 -0.772 1.175
H -2.932 -2.388 1.500
H -3.545 -3.956 -0.342
H -2.320 -3.893 -2.503
H 2.250 -0.691 -6.316
H 2.889 0.257 -8.524
H 3.737 2.600 -8.688
H 3.954 3.980 -6.617
H 3.249 3.071 -4.425
H 3.995 1.112 -1.698
H 4.324 3.119 -0.261
H 2.603 4.925 -0.228
H 0.518 4.670 -1.572
H 0.189 2.669 -3.011
C 0.656 -1.377 8.250
C 1.003 -0.818 6.896
O 0.772 0.345 6.608
H 1.150 -2.338 8.405
H -0.433 -1.532 8.310
H 0.970 -0.694 9.053
*
```